--- i ---
Formula: C2H6O2S
Source: the OMol25 dataset
Level of theory: ωB97M-V/def2-TZVPD

Output
E_LUMO (alpha / beta) ... -0.1 / -0.1 eV

Geometry as ORCA input:
```
! wB97M-V def2-TZVPD RIJCOSX def2/J DEFGRID3
* xyz 0 1
C -0.561 -0.743 -0.894
C 0.586 1.752 0.341
O -2.118 1.881 0.084
O -1.166 -1.727 -1.753
S -1.060 0.981 0.688
H 0.060 -1.242 -0.180
H -0.126 0.074 -1.580
H -1.640 -1.275 -2.494
H 0.212 2.857 0.364
H 0.601 1.526 -0.757
H 1.483 1.502 0.780
*
```

---

--- ii ---
Formula: C2H6O2S
Source: the OMol25 dataset
Level of theory: ωB97M-V/def2-TZVPD

Output
E_LUMO ... 0.2 eV

Geometry as ORCA input:
```
! wB97M-V def2-TZVPD RIJCOSX def2/J DEFGRID3
* xyz 0 1
C 1.891 0.842 0.280
C -1.877 -0.199 -0.636
O 0.658 -2.040 0.186
O -1.383 -0.335 0.406
S 2.581 -0.418 -0.430
H 1.350 1.650 -0.281
H 2.195 1.139 1.312
H -2.145 0.917 -0.899
H -2.008 -0.868 -1.529
H 1.174 -2.701 0.504
H 0.346 -1.577 1.078
*
```

---

Stability check: which of them is most stable? ii.

---

--- i ---
Formula: C2H6O2S
Source: the OMol25 dataset
Level of theory: ωB97M-V/def2-TZVPD

Output
E_LUMO ... 0.7 eV

Geometry as ORCA input:
```
! wB97M-V def2-TZVPD RIJCOSX def2/J DEFGRID3
* xyz 0 1
C -0.928 -0.648 -1.524
C -0.824 -1.421 -0.463
O 0.387 1.157 2.102
O 2.427 1.288 0.666
S 1.133 0.643 0.704
H -0.078 -0.410 -2.144
H -1.870 -0.222 -1.830
H 1.007 1.649 2.648
H 0.113 -1.869 -0.173
H -1.673 -1.665 0.153
H 0.305 1.497 -0.140
*
```

---

--- ii ---
Formula: C2H6O2S
Source: the OMol25 dataset
Level of theory: ωB97M-V/def2-TZVPD

Output
E_LUMO ... 0.7 eV

Geometry as ORCA input:
```
! wB97M-V def2-TZVPD RIJCOSX def2/J DEFGRID3
* xyz 0 1
C -0.017 0.117 -1.926
S -1.653 -0.170 -1.107
H -0.304 0.743 -2.778
H 0.650 0.854 -1.389
H 0.504 -0.825 -2.186
H -1.974 1.152 -1.059
O 1.027 1.172 1.395
C 1.498 0.128 1.753
O 1.024 -1.127 1.383
H 2.580 0.176 1.871
H 0.124 -1.014 1.744
*
```

---

--- iii ---
Formula: C2H6O2S
Source: the OMol25 dataset
Level of theory: ωB97M-V/def2-TZVPD

Output
E_LUMO ... 0.7 eV

Geometry as ORCA input:
```
! wB97M-V def2-TZVPD RIJCOSX def2/J DEFGRID3
* xyz 0 1
C -1.411 -0.687 0.326
S -1.397 1.132 0.840
H -2.170 -1.147 1.031
H -1.873 -0.760 -0.632
H -0.413 -1.113 0.537
H -1.439 0.757 2.094
O 2.366 -0.683 -0.209
C 1.961 0.078 -1.040
O 1.438 1.298 -0.791
H 2.130 -0.078 -2.111
H 0.809 1.203 -0.045
*
```

---

Stability check: which of them is most stable? iii.

---

--- i ---
Formula: C6H7NO
Source: the OMol25 dataset
Level of theory: ωB97M-V/def2-TZVPD

Output
E_LUMO (alpha / beta) ... 0.2 / 0.2 eV

Geometry as ORCA input:
```
! wB97M-V def2-TZVPD RIJCOSX def2/J DEFGRID3
* xyz 0 1
C 1.226 -0.700 -0.793
C -0.486 -0.105 0.588
C -1.867 0.454 0.459
C 0.011 -1.158 -0.290
O 2.334 -1.474 -1.004
N -2.617 0.144 -0.509
C 0.828 0.897 0.364
C 1.418 1.946 0.521
H 2.301 -2.240 -0.420
H 1.193 0.071 -1.558
H -3.545 0.561 -0.439
H -0.237 -0.269 1.640
H -2.137 1.181 1.237
H -0.399 -2.152 -0.382
H 1.978 2.843 0.587
*
```

---

--- ii ---
Formula: C6H7NO
Source: the OMol25 dataset
Level of theory: ωB97M-V/def2-TZVPD

Output
E_LUMO ... 0.7 eV

Geometry as ORCA input:
```
! wB97M-V def2-TZVPD RIJCOSX def2/J DEFGRID3
* xyz 0 1
C 0.830 1.018 -0.728
C 2.043 1.414 -0.015
C -0.228 -0.696 0.920
C -1.246 -1.575 0.106
C -0.180 0.224 -0.307
C -1.547 -0.386 -0.944
N 2.663 2.058 0.737
O 3.351 2.614 1.523
H 0.635 1.375 -1.730
H -0.616 -0.066 1.773
H 0.718 -1.323 1.125
H -0.679 -2.491 -0.346
H -2.039 -2.019 0.721
H -1.474 -0.595 -1.996
H -2.230 0.449 -0.838
*
```

---

Stability check: which of them is most stable? ii.